Record 1
Entry from the Open Molecules 2025 dataset: a single C5H10N2O molecule (ωB97M-V with the def2-TZVPD basis set).

Geometry as XYZ:
```
18
Properties=species:S:1:pos:R:3
C -2.035 1.266 -0.431
C -1.295 0.120 0.180
O -1.771 -1.073 -0.322
N -0.773 0.209 1.422
C 0.320 -0.564 1.395
C 1.059 -0.479 0.206
C 1.551 0.855 -0.311
N 1.825 -1.567 -0.205
H -3.113 1.141 -0.292
H -1.728 2.206 0.027
H -1.832 1.301 -1.504
H -1.472 -1.798 0.242
H 0.491 -1.312 2.170
H 2.642 0.920 -0.208
H 1.308 0.980 -1.370
H 1.119 1.692 0.236
H 1.361 -2.465 -0.172
H 2.344 -1.430 -1.063
```

lowest unoccupied orbital energy = 0.7607 eV
structure (SMILES) = C/C(O)=N/C=C(\C)N
max |F| = 2.81 eV/Å
relative energy (zero: lowest compared OMol25 entry of this formula, charge and spin) = 274.2 kJ/mol
HOMO level = -6.926 eV
total energy = -10372.46366 eV

Record 2
Entry from the Open Molecules 2025 dataset: a molecular structure, C44H37Cl8N3O2PRhS5Si (ωB97M-V with the def2-TZVPD basis set).

Geometry as XYZ:
```
102
Properties=species:S:1:pos:R:3
Rh 1.514 -0.664 0.935
S 8.501 -1.771 0.698
C 8.859 -3.438 0.800
C 7.731 -4.197 0.799
C 6.552 -3.414 0.712
C 6.806 -2.071 0.647
C 5.837 -0.975 0.552
C 4.481 -1.242 0.803
N 3.538 -0.327 0.720
C 3.875 0.951 0.429
C 5.201 1.322 0.186
C 5.493 2.701 -0.084
C 4.512 3.627 -0.063
C 3.150 3.264 0.214
C 2.121 4.202 0.357
C 0.842 3.794 0.664
C 0.600 2.401 0.769
N 1.566 1.508 0.680
C 2.830 1.924 0.424
C -0.198 4.794 0.922
C -0.232 6.079 0.437
C -1.334 6.820 0.916
C -2.107 6.087 1.771
S -1.524 4.505 1.970
C 6.181 0.322 0.237
H 9.883 -3.768 0.858
H 7.735 -5.275 0.858
H 5.560 -3.842 0.685
H 4.166 -2.231 1.098
H 6.519 2.983 -0.285
H 4.735 4.671 -0.244
H 2.354 5.256 0.280
H -0.405 2.022 0.947
H 0.486 6.467 -0.273
H -1.549 7.840 0.636
H -3.008 6.395 2.278
H 7.212 0.587 0.030
C -5.526 3.158 -1.115
C -5.356 1.706 -1.524
C -6.202 1.366 -2.737
O -4.009 1.318 -1.846
P -2.670 1.789 -1.085
S -2.951 1.665 0.869
S -1.183 0.772 -1.904
O -2.541 3.362 -1.409
C -2.280 3.999 -2.684
C -2.895 3.311 -3.893
C -0.783 4.197 -2.848
H -6.580 3.322 -0.882
H -5.247 3.832 -1.927
H -4.928 3.399 -0.239
H -5.661 1.065 -0.688
H -6.007 2.058 -3.559
H -7.260 1.439 -2.478
H -5.993 0.354 -3.080
H -2.759 4.975 -2.567
H -2.357 2.401 -4.148
H -2.847 4.004 -4.736
H -3.938 3.052 -3.720
H -0.288 3.227 -2.876
H -0.387 4.780 -2.018
H -0.579 4.727 -3.781
Cl 0.250 -1.271 4.386
Si 1.615 -0.287 3.182
Cl 1.227 1.671 3.752
Cl 3.508 -0.587 3.969
N -0.535 -0.959 1.083
S -1.229 -1.970 0.061
C -2.995 -1.776 0.119
C -3.647 -1.755 -1.100
C -5.036 -1.783 -1.113
C -5.740 -1.796 0.078
C -5.067 -1.786 1.297
C -3.687 -1.790 1.322
C -1.228 -3.641 0.745
C -1.339 -4.684 -0.164
C -1.310 -5.992 0.295
C -1.162 -6.246 1.652
C -1.042 -5.194 2.551
C -1.072 -3.883 2.097
H -1.109 -0.666 1.863
H -3.077 -1.681 -2.017
H -5.561 -1.772 -2.059
H -6.823 -1.807 0.064
H -5.621 -1.777 2.226
H -3.157 -1.791 2.266
H -1.441 -4.474 -1.224
H -1.386 -6.812 -0.408
H -1.124 -7.268 2.009
H -0.907 -5.392 3.606
H -0.936 -3.058 2.784
Cl 1.576 -1.440 -1.615
C 1.800 -2.882 -0.641
C 1.829 -2.664 0.734
C 2.094 -3.795 1.499
Cl 2.285 -3.661 3.207
C 2.227 -5.065 0.926
Cl 2.533 -6.439 1.914
C 2.113 -5.232 -0.453
Cl 2.213 -6.795 -1.157
C 1.914 -4.116 -1.259
Cl 1.787 -4.263 -2.965
```

lowest unoccupied orbital energy = -1.0964 eV
max |F| = 0.69 eV/Å
relative energy (zero: lowest compared OMol25 entry of this formula, charge and spin) = 0.0 kJ/mol
HOMO level = -6.985 eV
total energy = -229333.64962 eV

> The lowest total energy belongs to which entry?

C44H37Cl8N3O2PRhS5Si

> Which formula does entry 2 have?

C44H37Cl8N3O2PRhS5Si

> The highest lowest unoccupied orbital energy belongs to which entry?

C5H10N2O

> relative energy (zero: lowest compared OMol25 entry of this formula, charge and spin) of number 1 (C5H10N2O)?

274.2 kJ/mol